*i*
{"formula": "C23H34AuN2SSi3", "method": "ωB97M-V with the def2-TZVPD basis set", "elements": ["Au", "S", "C", "C", "C", "C", "C", "C", "C", "C", "C", "N", "H", "H", "H", "H", "H", "H", "C", "Si", "C", "C", "C", "Si", "C", "C", "C", "Si", "C", "C", "C", "C", "C", "C", "C", "N", "H", "H", "H", "H", "H", "H", "H", "H", "H", "H", "H", "H", "H", "H", "H", "H", "H", "H", "H", "H", "H", "H", "H", "H", "H", "H", "H", "H"], "xyz": [[0.484, -0.108, -1.676], [0.403, -4.488, -2.556], [2.002, -4.107, -2.099], [2.168, -2.783, -1.806], [0.961, -2.053, -1.953], [-0.076, -2.854, -2.360], [-1.385, -2.285, -2.612], [-2.526, -2.967, -3.021], [-3.699, -2.262, -3.216], [-3.725, -0.887, -3.011], [-2.563, -0.266, -2.604], [-1.439, -0.955, -2.407], [2.747, -4.886, -2.067], [3.118, -2.365, -1.506], [-2.482, -4.036, -3.178], [-4.594, -2.782, -3.531], [-4.624, -0.307, -3.162], [-2.514, 0.801, -2.429], [1.054, -2.767, 1.829], [-0.217, -1.402, 1.978], [-1.813, -2.052, 1.236], [-0.539, -1.016, 3.787], [0.363, 0.210, 1.210], [2.198, 0.623, 1.253], [2.742, 0.494, 3.041], [2.613, 2.343, 0.617], [3.222, -0.529, 0.186], [-0.820, 1.620, 1.057], [-2.623, 1.180, 0.830], [-0.702, 2.758, 2.538], [-0.347, 2.639, -0.492], [-0.476, 4.024, -0.511], [-0.119, 4.753, -1.633], [0.375, 4.077, -2.740], [0.481, 2.704, -2.674], [0.128, 2.005, -1.583], [0.608, -3.706, 2.167], [1.940, -2.585, 2.442], [1.373, -2.910, 0.796], [-1.995, -3.047, 1.649], [-1.746, -2.159, 0.152], [-2.680, -1.435, 1.470], [-0.854, -1.924, 4.307], [-1.339, -0.280, 3.900], [0.348, -0.631, 4.292], [2.133, 1.109, 3.705], [3.779, 0.828, 3.132], [2.695, -0.537, 3.398], [2.141, 3.154, 1.172], [2.367, 2.464, -0.439], [3.694, 2.476, 0.709], [3.146, -1.577, 0.469], [4.269, -0.229, 0.273], [2.949, -0.435, -0.871], [-3.029, 0.697, 1.721], [-2.797, 0.515, -0.017], [-3.190, 2.100, 0.668], [-0.855, 2.170, 3.446], [-1.481, 3.523, 2.516], [0.266, 3.252, 2.627], [-0.849, 4.531, 0.369], [-0.217, 5.830, -1.644], [0.678, 4.597, -3.637], [0.867, 2.134, -3.510]], "mulliken_spin": [0.6613, 0.0067, 0.0078, -0.0656, 0.2192, -0.0174, 0.0384, 0.0153, -0.0101, 0.0187, -0.0044, 0.1645, 0.0003, 0.0076, 0.0024, -0.0005, 0.0025, 0.0043, 0.0127, -0.0394, 0.0350, 0.0518, 0.8659, -0.0939, 0.0439, 0.0100, 0.0501, -0.0526, 0.0132, 0.0440, 0.0158, -0.0014, 0.0014, 0.0045, 0.0212, -0.0286, -0.0001, 0.0001, -0.0053, -0.0007, -0.0149, 0.0007, 0.0028, -0.0011, -0.0014, -0.0004, 0.0051, 0.0001, -0.0020, 0.0032, 0.0014, 0.0013, 0.0037, 0.0037, -0.0024, -0.0063, -0.0004, -0.0017, 0.0041, 0.0022, 0.0008, 0.0002, -0.0004, 0.0028], "homo_energy_ev": [-10.82, -11.26], "molar_mass_da": 651.8, "multiplicity": 3, "total_charge": 1, "gap_ev": [7.81, 6.22], "s_squared": 2.01}

*ii*
{"formula": "C23H34AuN2SSi3", "method": "ωB97M-V with the def2-TZVPD basis set", "elements": ["Au", "S", "C", "C", "C", "C", "C", "C", "C", "C", "C", "N", "H", "H", "H", "H", "H", "H", "C", "Si", "C", "C", "C", "Si", "C", "C", "C", "Si", "C", "C", "C", "C", "C", "C", "C", "N", "H", "H", "H", "H", "H", "H", "H", "H", "H", "H", "H", "H", "H", "H", "H", "H", "H", "H", "H", "H", "H", "H", "H", "H", "H", "H", "H", "H"], "xyz": [[-0.017, 0.025, 1.260], [-1.220, -1.112, 5.434], [0.457, -1.415, 5.331], [0.962, -1.155, 4.091], [-0.048, -0.693, 3.211], [-1.283, -0.621, 3.786], [-2.496, -0.263, 3.056], [-3.770, -0.228, 3.610], [-4.851, 0.057, 2.798], [-4.647, 0.290, 1.445], [-3.353, 0.254, 0.966], [-2.305, 0.003, 1.751], [0.988, -1.774, 6.200], [2.000, -1.303, 3.829], [-3.903, -0.432, 4.665], [-5.849, 0.091, 3.215], [-5.469, 0.496, 0.775], [-3.137, 0.435, -0.077], [-1.391, 2.732, -0.551], [0.029, 1.892, -1.436], [-0.158, 2.083, -3.290], [1.583, 2.774, -0.885], [0.110, 0.008, -1.167], [-1.215, -1.076, -1.979], [-1.635, -2.478, -0.809], [-0.554, -1.768, -3.592], [-2.799, -0.173, -2.459], [1.820, -0.766, -1.248], [1.894, -2.599, -0.904], [2.654, -0.334, -2.865], [2.861, 0.011, 0.138], [4.251, 0.067, 0.102], [4.948, 0.627, 1.161], [4.241, 1.127, 2.245], [2.863, 1.029, 2.236], [2.203, 0.488, 1.210], [-1.254, 3.815, -0.631], [-1.416, 2.487, 0.514], [-2.367, 2.498, -0.976], [-0.198, 3.149, -3.531], [-1.074, 1.617, -3.658], [0.688, 1.647, -3.825], [1.625, 3.752, -1.372], [2.500, 2.241, -1.141], [1.582, 2.942, 0.195], [-0.849, -3.235, -0.793], [-2.558, -2.960, -1.141], [-1.788, -2.131, 0.217], [0.391, -2.302, -3.502], [-0.427, -0.971, -4.329], [-1.294, -2.469, -3.988], [-3.674, -0.698, -2.066], [-2.890, -0.168, -3.548], [-2.859, 0.865, -2.131], [1.371, -3.196, -1.652], [1.470, -2.834, 0.075], [2.942, -2.912, -0.901], [2.020, -0.581, -3.718], [3.582, -0.903, -2.970], [2.895, 0.730, -2.919], [4.781, -0.326, -0.758], [6.029, 0.672, 1.145], [4.746, 1.584, 3.084], [2.263, 1.390, 3.063]], "mulliken_spin": [0.4769, 0.0211, 0.0164, -0.0077, 0.3970, -0.0023, 0.0479, 0.0015, -0.0047, 0.0080, 0.0060, 0.1160, 0.0024, 0.0042, 0.0010, -0.0004, 0.0007, -0.0027, 0.0184, -0.0647, 0.0710, 0.0028, 0.7097, -0.0666, 0.0451, 0.0281, 0.0033, -0.0018, 0.0086, 0.0368, -0.0084, 0.0073, -0.0045, 0.0111, -0.0023, 0.1282, -0.0012, 0.0006, 0.0006, 0.0050, -0.0034, -0.0022, -0.0003, -0.0011, -0.0003, 0.0010, 0.0020, -0.0100, -0.0003, -0.0005, 0.0029, 0.0001, 0.0000, -0.0008, 0.0000, -0.0016, -0.0004, -0.0005, 0.0032, 0.0006, 0.0018, -0.0001, 0.0009, 0.0004], "homo_energy_ev": [-10.46, -11.18], "molar_mass_da": 651.8, "multiplicity": 3, "total_charge": 1, "gap_ev": [7.69, 5.74], "s_squared": 2.01}

Short version: *ii* is the least stable of them.

*i*
{"formula": "C6H14O", "method": "ωB97M-V with the def2-TZVPD basis set", "elements": ["C", "C", "C", "C", "C", "C", "H", "H", "H", "H", "H", "H", "H", "H", "H", "H", "H", "H", "H", "H", "O"], "xyz": [[2.128, 1.456, -0.786], [1.020, 0.741, 0.040], [0.337, -0.297, -0.737], [1.044, -1.468, -1.045], [-1.069, -0.045, -1.106], [-1.668, -0.853, -2.289], [2.421, 0.892, -1.668], [2.980, 1.683, -0.167], [1.747, 2.397, -1.138], [1.563, 0.168, 0.811], [0.326, 1.431, 0.511], [2.085, -1.609, -0.836], [0.630, -2.338, -1.558], [-1.113, 1.021, -1.334], [-1.708, -0.203, -0.240], [-2.000, -0.208, -3.093], [-2.493, -1.477, -1.961], [-0.897, -1.486, -2.743], [-1.576, 0.709, 6.039], [-2.310, -0.478, 6.658], [-1.449, -0.036, 6.642]], "mulliken_spin": [0.0531, 0.0390, 0.2078, 0.5188, 0.0262, 0.0052, -0.0014, 0.0008, 0.0061, 0.0336, -0.0023, 0.0209, 0.0216, 0.0189, 0.0451, 0.0030, -0.0010, 0.0046, 0.0000, 0.0000, 0.0000], "homo_energy_ev": [-13.45, -13.45], "molar_mass_da": 102.2, "multiplicity": 2, "total_charge": 1, "gap_ev": [8.75, 5.16], "s_squared": 0.75}

*ii*
{"formula": "C6H14O", "method": "ωB97M-V with the def2-TZVPD basis set", "elements": ["C", "O", "C", "C", "C", "C", "C", "H", "H", "H", "H", "H", "H", "H", "H", "H", "H", "H", "H", "H", "H"], "xyz": [[-2.021, -1.022, 1.113], [-1.652, -1.954, 2.099], [-0.910, -0.038, 0.893], [-0.704, 0.621, -0.458], [0.649, 0.111, -1.069], [1.898, 0.901, -0.661], [2.754, 1.365, -1.884], [-2.184, -1.702, 0.245], [-2.984, -0.549, 1.355], [-2.390, -2.118, 2.730], [0.018, -0.453, 1.300], [-1.179, 0.818, 1.557], [-0.494, 1.681, -0.313], [-1.548, 0.507, -1.133], [0.491, 0.284, -2.150], [0.777, -0.973, -1.014], [1.665, 1.769, -0.047], [2.540, 0.235, -0.102], [2.301, 1.091, -2.825], [2.873, 2.452, -1.870], [3.755, 0.934, -1.837]], "mulliken_spin": [0.0595, 0.4410, 0.0741, 0.0211, 0.0363, 0.0003, 0.0083, 0.1483, 0.0258, -0.0119, 0.0119, 0.1302, 0.0331, 0.0041, 0.0188, -0.0023, 0.0011, 0.0004, -0.0003, -0.0002, 0.0002], "homo_energy_ev": [-14.69, -14.50], "molar_mass_da": 102.2, "multiplicity": 2, "total_charge": 1, "gap_ev": [11.24, 4.52], "s_squared": 0.75}

Short version: *ii* is the least stable of them.

*i*
{"formula": "H43O21", "method": "ωB97M-V with the def2-TZVPD basis set", "elements": ["O", "H", "H", "O", "H", "H", "O", "H", "H", "O", "H", "H", "O", "H", "H", "O", "H", "H", "O", "H", "H", "O", "H", "H", "O", "H", "H", "O", "H", "H", "O", "H", "H", "O", "H", "H", "O", "H", "H", "O", "H", "H", "O", "H", "H", "O", "H", "O", "H", "H", "O", "H", "H", "O", "H", "H", "O", "H", "H", "O", "H", "H", "H", "H"], "xyz": [[-0.437, -1.475, -3.784], [-1.078, -0.679, 4.585], [-1.273, -1.506, -4.255], [0.970, 0.806, -4.694], [1.232, 1.620, -5.121], [0.256, -0.890, -4.083], [-2.734, -0.186, -0.520], [-3.250, -0.469, 0.226], [1.027, -3.171, 1.769], [-0.214, 1.204, -2.264], [1.346, -4.057, 0.625], [-2.869, -4.056, 0.133], [-1.646, 3.384, 0.953], [-2.427, 2.862, 1.155], [-1.003, 2.727, 0.673], [1.701, -3.296, 1.092], [-0.713, 1.461, -1.486], [3.898, 3.442, 1.627], [0.052, 0.154, 0.387], [-0.607, -0.351, -0.065], [0.892, -0.335, 0.246], [0.018, -2.063, -1.335], [-0.316, -1.677, -2.203], [0.721, -2.697, -1.472], [0.547, 4.001, -1.444], [1.473, 3.784, -1.290], [0.176, 3.906, -0.559], [0.719, 1.066, 2.532], [0.034, 0.631, 3.130], [1.616, 0.769, 2.807], [2.358, 0.753, 4.582], [1.680, 1.183, 5.108], [1.919, -0.019, 4.210], [-3.481, -2.887, -3.504], [-4.124, -2.367, -3.034], [-3.104, -3.437, -2.808], [2.615, -0.180, -0.210], [0.329, 0.615, 1.586], [3.204, -0.727, 0.292], [4.463, 2.963, 1.018], [4.199, 2.042, 1.077], [3.472, 2.456, -2.262], [-3.103, 1.132, 2.083], [-3.280, 0.710, 2.924], [0.218, 0.887, -4.103], [2.991, -1.263, 2.466], [0.658, 1.587, -2.116], [-2.975, 1.701, -3.740], [-3.449, 1.816, -2.914], [-2.882, 2.584, -4.107], [3.611, 2.139, -1.364], [3.937, 2.912, -0.901], [2.664, -0.468, -1.127], [-2.295, -3.282, 0.092], [-3.938, 1.236, 1.617], [-1.502, -3.578, -0.373], [-0.721, -2.662, 2.813], [-1.383, -2.954, 3.456], [-1.215, -2.868, 1.997], [-1.196, -0.232, 3.751], [-3.113, -0.680, -1.254], [-1.364, -0.796, 2.984], [2.777, -2.126, 2.078], [3.918, -1.097, 2.315]], "lowdin_charge": [-0.0229, 0.0827, 0.0716, -0.0504, 0.0548, 0.0203, -0.0266, 0.0175, 0.0142, -0.0547, 0.0624, 0.0584, -0.0358, 0.0043, 0.0002, -0.0367, 0.0203, 0.0531, 0.0118, 0.0278, 0.0473, -0.0860, 0.0134, 0.0367, -0.0323, 0.0198, 0.0150, 0.1160, 0.0712, 0.0820, -0.0251, 0.0632, 0.0101, -0.0286, 0.0249, 0.0279, -0.0298, 0.0635, 0.0234, -0.0360, 0.0294, 0.0460, -0.0410, 0.0425, -0.0067, -0.0309, 0.0348, -0.0507, 0.0226, 0.0414, -0.0646, 0.0093, 0.0748, -0.0524, 0.0612, 0.0264, -0.0484, 0.0776, 0.0358, -0.0227, 0.0472, 0.0424, 0.0162, 0.0605], "homo_energy_ev": -13.18, "molar_mass_da": 379.3, "total_charge": 1, "gap_ev": 10.08}

*ii*
{"formula": "H43O21", "method": "ωB97M-V with the def2-TZVPD basis set", "elements": ["O", "H", "H", "O", "H", "H", "O", "H", "H", "O", "H", "H", "O", "H", "H", "O", "H", "H", "O", "H", "H", "O", "H", "H", "O", "H", "H", "O", "H", "H", "O", "H", "H", "O", "H", "H", "O", "H", "H", "O", "H", "H", "O", "H", "H", "O", "H", "O", "H", "H", "O", "H", "H", "O", "H", "H", "O", "H", "H", "O", "H", "H", "H", "H"], "xyz": [[-1.725, -2.449, 3.906], [-2.261, 3.019, 0.634], [-3.349, -2.171, -2.105], [-1.050, -3.446, -0.223], [-0.939, -2.986, 0.614], [-2.101, -1.116, -0.143], [0.946, 3.187, -0.103], [0.530, 3.294, 0.750], [-0.246, -2.087, 2.474], [3.881, 1.129, -1.510], [0.820, -3.099, 3.216], [-0.769, 1.323, 1.292], [-0.187, 1.972, -4.010], [-3.510, 0.874, -3.293], [-0.517, 2.848, -3.802], [0.588, -2.542, 2.478], [-1.126, 0.358, 2.097], [-0.836, 0.830, 3.667], [4.285, -1.474, -1.189], [0.713, 1.848, -3.686], [3.399, -2.068, 1.459], [-2.078, -1.275, 0.804], [-2.286, -1.697, 4.070], [-0.909, 3.438, 3.295], [-3.456, 1.873, 3.749], [1.665, 0.709, 1.148], [-3.036, 1.717, 4.591], [-2.573, 0.991, -3.353], [-2.140, 4.499, 0.295], [-2.223, 1.125, -4.232], [1.130, -1.886, -0.601], [0.707, -1.119, -0.200], [0.522, -2.586, -0.914], [3.090, -2.710, 0.794], [2.163, -2.264, 0.507], [3.527, -2.424, -0.088], [2.418, 0.710, 0.589], [-3.821, 1.249, 3.153], [3.027, 1.409, 0.411], [-0.991, 0.371, 4.502], [-0.151, 0.449, 4.963], [-2.885, -0.769, 0.976], [-3.530, -1.396, -2.657], [-0.684, 2.091, -1.001], [-0.939, -4.397, -0.212], [2.118, -2.777, -2.835], [3.255, 1.029, -2.229], [1.949, 0.407, -3.872], [1.057, 0.068, -3.998], [2.523, -0.197, -4.355], [-1.316, 1.391, -1.016], [-1.895, 1.487, -1.789], [-2.274, -3.062, 3.405], [-0.374, 0.464, 1.504], [4.376, -0.500, -1.165], [5.025, -1.771, -1.731], [-1.137, 2.577, 2.938], [-2.124, 2.460, 2.856], [4.648, 1.645, -1.776], [-2.117, 3.620, -0.091], [0.916, 4.012, -0.594], [-2.649, -1.005, -2.612], [2.822, -3.358, -3.088], [2.103, -1.845, -2.662]], "lowdin_charge": [-0.0436, 0.0046, 0.0389, -0.0500, 0.0043, 0.0332, -0.0329, 0.0236, -0.0168, -0.0332, 0.0507, 0.0126, -0.0469, 0.0552, 0.0573, -0.0401, 0.0097, -0.0209, -0.0416, 0.0131, 0.1474, -0.0522, 0.0203, 0.0782, -0.0107, -0.0122, 0.0646, -0.0522, 0.0531, 0.0538, -0.0410, 0.0565, 0.0638, 0.1675, 0.1051, 0.0993, -0.0416, 0.0475, 0.0146, -0.0506, 0.0646, 0.0681, -0.0586, -0.0230, 0.0678, -0.0478, 0.0385, -0.0402, 0.0598, 0.0705, -0.0719, 0.0006, 0.0567, -0.0720, 0.0280, 0.0823, -0.0846, 0.0296, 0.0847, -0.0439, 0.0564, 0.0121, 0.0410, -0.0072], "homo_energy_ev": -12.63, "molar_mass_da": 379.3, "total_charge": 1, "gap_ev": 10.20}

Short version: *ii* is the least stable of them.

*i*
{"formula": "C5H9N3O3S", "method": "ωB97M-V with the def2-TZVPD basis set", "elements": ["C", "C", "C", "C", "C", "N", "N", "N", "O", "O", "O", "S", "H", "H", "H", "H", "H", "H", "H", "H", "H"], "xyz": [[0.141, -2.016, -0.694], [1.274, -0.894, 0.969], [-1.041, -1.105, -0.701], [-1.078, -0.025, 0.287], [0.596, 2.000, -1.519], [1.133, -1.882, 0.004], [1.396, -1.369, 2.194], [-1.245, -0.195, 1.495], [1.405, 0.249, 0.676], [-0.731, 2.737, 0.692], [-1.932, 1.809, -1.260], [-0.786, 1.745, -0.398], [0.222, -2.781, -1.542], [-1.068, -0.771, -1.790], [-2.032, -1.652, -0.684], [0.342, 2.801, -2.260], [1.483, 2.393, -0.968], [0.748, 1.026, -1.813], [1.686, -0.720, 2.891], [0.910, -2.110, 2.542], [-1.425, 0.762, 1.879]], "lowdin_charge": [-0.1479, -0.6800, -0.1412, -0.4407, -0.1310, 0.1630, 0.2155, 0.1707, 0.0693, -0.3413, -0.3548, 0.6883, 0.1465, 0.1438, 0.1525, 0.0974, 0.0825, 0.0110, 0.1190, 0.0790, 0.0983], "homo_energy_ev": -9.85, "molar_mass_da": 191.2, "smiles": "[H]/N=C(/C/C=N\\C(N)=O)S(C)(=O)=O", "gap_ev": 10.24}

*ii*
{"formula": "C5H9N3O3S", "method": "ωB97M-V with the def2-TZVPD basis set", "elements": ["C", "C", "C", "C", "C", "N", "N", "N", "O", "O", "O", "S", "H", "H", "H", "H", "H", "H", "H", "H", "H"], "xyz": [[-0.022, -1.474, 0.859], [-0.993, -1.540, -0.058], [0.948, -0.303, 0.954], [-1.312, -0.304, -0.843], [-0.330, 0.894, -0.478], [0.966, 0.357, -0.300], [2.120, -0.755, 1.510], [-0.416, 1.913, -1.444], [0.384, 0.742, 1.881], [-0.693, 2.904, 1.319], [-2.083, 0.950, 1.831], [-0.901, 1.439, 1.245], [0.038, -2.331, 1.433], [-1.638, -2.266, -0.333], [-1.194, -0.504, -1.817], [-2.288, 0.221, -0.787], [1.634, 1.117, -0.425], [2.003, -1.437, 2.241], [2.757, -0.011, 1.717], [-1.180, 1.846, -2.127], [-0.483, 2.837, -1.020]], "lowdin_charge": [0.0199, -0.0221, -0.5749, -0.1100, -0.5601, 0.1108, 0.1545, 0.0956, -0.1886, -0.3188, -0.2441, 0.7090, 0.0932, 0.0804, 0.0746, 0.1353, 0.1522, 0.1037, 0.1024, 0.1041, 0.0830], "homo_energy_ev": -9.71, "molar_mass_da": 191.2, "smiles": "N[C@]12C=CC[C@](N)(N1)S(=O)(=O)O2", "gap_ev": 10.50}

Short version: *i* is the least stable of them.